No. 1
Below is 10 unconnected molecules or ions with the total composition C16H52N4O10, with properties calculated with ωB97M-V/def2-TZVPD.

The geometry in XYZ format:
```
82
Properties=species:S:1:pos:R:3:forces:R:3
N 1.427573 1.478646 2.936122 -0.235 -0.340 0.566
C 1.645573 2.626646 2.303122 2.252 -2.916 -5.564
N 1.423573 3.672646 3.056122 0.450 5.658 -0.264
O 2.081573 2.613646 0.983122 -2.118 0.987 6.446
H 1.545573 0.655646 2.391122 0.269 -0.648 -0.068
H 1.172573 1.429646 3.953122 0.372 0.131 -1.569
H 1.679573 4.565646 2.545122 -0.555 -1.473 1.203
H 1.302573 3.773646 4.080122 0.184 -0.817 -1.413
N -1.794427 -2.842354 2.054122 2.655 2.734 2.560
C -2.675427 -3.233354 1.208122 0.392 1.014 -8.588
N -3.459427 -4.144354 1.702122 -4.082 -2.730 0.931
O -2.571427 -2.892354 -0.140878 -1.069 -1.486 6.614
H -1.200427 -2.061354 1.743122 -0.292 -0.425 0.877
H -1.903427 -3.099354 3.043122 0.465 0.550 -0.802
H -4.175427 -4.566354 1.108122 0.563 0.393 0.197
H -3.657427 -4.258354 2.718122 0.568 0.286 -1.413
C 2.889573 2.391646 -2.574878 0.676 1.737 2.567
C 2.489573 3.307646 -3.697878 0.307 -0.747 0.270
O 1.086573 3.280646 -3.863878 0.091 0.533 -0.528
H 2.485573 2.791646 -1.602878 0.152 -0.422 -0.750
H 3.971573 2.499646 -2.435878 0.016 -0.330 -0.085
H 2.633573 1.349646 -2.600878 -0.187 -0.400 -0.661
H 3.067573 2.938646 -4.550878 -0.424 0.448 -0.637
H 2.739573 4.339646 -3.477878 0.362 0.088 -0.024
H 0.901573 2.349646 -3.766878 -0.504 -0.573 -0.259
C 1.333573 -1.300354 5.459122 -0.573 -0.678 0.510
C 0.172573 -0.273354 5.344122 1.483 -1.429 1.988
O 0.740573 1.017646 5.403122 -0.243 0.595 0.203
H 1.670573 -1.524354 6.527122 -0.298 0.798 -1.426
H 2.174573 -1.084354 4.782122 -0.298 0.196 0.430
H 0.919573 -2.242354 5.105122 0.077 -0.312 -0.076
H -0.443427 -0.375354 6.237122 -0.266 -0.237 -0.045
H -0.459427 -0.492354 4.504122 -0.051 0.498 -0.845
H 0.365573 1.482646 6.144122 -0.137 0.332 0.243
C 1.446573 -0.054354 -0.146878 0.576 -1.810 -0.129
C 0.901573 -1.311354 0.487122 -0.615 -1.086 -0.318
O 0.699573 -1.098354 1.866122 -0.311 -0.089 1.507
H 1.425573 -0.254354 -1.189878 0.711 -0.027 -1.249
H 2.432573 0.204646 0.248122 -0.079 -0.173 -0.346
H 0.856573 0.795646 -0.033878 -1.211 1.377 0.579
H 1.614573 -2.180354 0.387122 -0.589 0.979 0.220
H -0.084427 -1.712354 0.075122 1.126 0.707 -0.165
H -0.017427 -0.451354 2.025122 0.382 -0.420 -0.402
C -0.135427 4.006646 -0.432878 -1.191 -1.634 0.319
C -0.905427 4.662646 -1.557878 2.460 -0.342 -0.677
O 0.110573 5.399646 -2.334878 -2.452 0.757 1.160
H -0.798427 3.773646 0.408122 -0.041 0.147 0.163
H 0.729573 4.507646 -0.045878 0.221 0.645 -0.117
H 0.219573 3.016646 -0.741878 0.207 0.211 -0.101
H -1.692427 5.273646 -1.207878 -0.372 1.527 0.350
H -1.467427 3.909646 -2.127878 0.526 -0.052 -0.406
H 0.549573 4.773646 -2.887878 0.310 -1.113 -0.756
C -0.866427 -3.953354 -3.511878 -2.112 0.742 1.325
C -0.199427 -2.687354 -3.983878 -2.448 -0.292 1.906
O 0.513573 -2.945354 -5.102878 1.699 0.711 -2.140
H -1.758427 -4.201354 -4.051878 -0.394 0.162 -1.270
H -1.377427 -3.850354 -2.543878 0.762 0.317 0.305
H -0.354427 -4.862354 -3.507878 1.668 -1.118 0.096
H 0.353573 -2.172354 -3.184878 0.205 -0.219 -0.095
H -1.024427 -2.032354 -4.301878 -0.121 0.290 0.619
H 0.531573 -2.052354 -5.477878 0.776 -0.690 -0.715
C -2.269427 0.467646 -0.334878 1.357 0.724 0.369
C -1.875427 0.998646 1.064122 -0.715 1.172 -1.702
O -1.938427 -0.038354 2.015122 0.206 0.305 0.763
H -3.270427 0.091646 -0.435878 -0.471 -0.260 0.328
H -1.557427 -0.303354 -0.601878 -0.142 -0.397 -0.096
H -2.141427 1.256646 -1.072878 -0.094 0.284 0.003
H -2.498427 1.891646 1.269122 -0.153 -0.611 0.524
H -0.869427 1.453646 1.062122 -0.142 -0.717 0.024
H -2.852427 -0.264354 2.207122 -0.045 0.030 -0.158
C -0.023427 -4.802354 -0.026878 -0.253 -0.873 -0.130
O 0.036573 -4.706354 1.383122 0.118 0.730 0.265
H 0.410573 -5.760354 -0.326878 -0.253 -0.117 0.194
H 0.537573 -4.083354 -0.609878 0.278 0.730 0.249
H -1.060427 -4.733354 -0.335878 -0.090 -0.170 -0.388
H -0.546427 -3.955354 1.660122 1.008 -1.092 -0.469
C -0.432427 0.685646 -3.111878 0.666 1.047 -0.218
O 0.712573 0.569646 -3.948878 0.676 -0.356 -1.191
H -1.150427 1.139646 -3.758878 -1.312 0.249 0.340
H -0.248427 1.288646 -2.201878 0.337 0.092 -0.828
H -0.666427 -0.264354 -2.755878 -1.008 -1.630 0.441
H 0.419573 0.388646 -4.878878 0.340 0.342 1.429
```
Positions in Å, forces in eV/Å.

Calculated values
relative energy (zero: lowest compared OMol25 entry of this formula, charge and spin) = 154.9 kJ/mol
E_LUMO = -0.17 eV
Kohn-Sham gap = 8.78 eV
highest occupied orbital energy = -0.3287 hartree
SMILES = NC(N)=O.NC(N)=O.CCO.CCO.CCO.CCO.CCO.CCO.CO.CO
total energy = -43866.4478 eV



No. 2
Below is a molecular structure, C45H38Co2N2O5P, with properties calculated with ωB97M-V/def2-TZVPD.

The geometry in XYZ format:
```
93
Properties=species:S:1:pos:R:3:forces:R:3
C 4.152774 2.752176 -0.444239 2.031 2.565 -1.339
C 4.472302 1.478485 -1.056350 0.508 0.008 -0.147
C 3.951181 0.362637 -0.396280 0.323 -1.131 -1.141
N 3.120985 0.700692 0.678061 -1.452 -0.548 1.571
C 2.493922 1.904265 0.755262 -1.169 0.167 1.848
N 2.202158 2.108838 2.055260 -0.108 -0.764 0.585
C 1.886111 3.356583 2.732572 -0.360 -0.411 -0.125
C 2.394955 0.919153 2.747805 0.462 -0.411 0.309
C 2.947158 0.030905 1.898875 0.591 0.571 0.039
C 4.240024 -0.951021 -0.772795 0.021 0.644 -0.316
C 3.709394 -2.162954 -0.071183 -0.205 -0.546 -0.065
C 5.089389 -1.114405 -1.875997 0.246 0.299 0.106
C 5.632509 -0.022359 -2.562594 -0.666 -0.121 0.107
C 6.542950 -0.260556 -3.727256 0.110 -0.125 -0.361
C 5.279102 1.274191 -2.185554 -0.188 -0.393 0.266
H 4.267029 3.598573 -1.125248 0.466 0.068 0.011
H 2.713115 2.742303 0.028021 0.207 -0.626 -0.456
H 4.689321 2.925423 0.502391 -0.040 -0.048 -0.222
H 1.818152 4.170012 2.015666 -0.013 -0.058 -0.052
H 0.936815 3.239673 3.254199 -0.132 0.160 -0.053
H 2.649172 3.583312 3.487659 0.011 -0.049 -0.300
H 2.141335 0.780221 3.783883 -0.048 0.154 0.023
H 3.303497 -0.970986 2.092659 -0.192 0.338 -0.158
H 3.933352 -3.046879 -0.685111 -0.044 0.174 0.228
H 4.196705 -2.308746 0.905876 -0.146 -0.056 -0.270
H 2.617628 -2.121332 0.058523 0.515 0.005 0.083
H 5.331714 -2.127157 -2.197313 0.039 0.158 0.064
H 7.240931 0.570921 -3.865980 -0.097 -0.098 -0.006
H 7.123234 -1.176314 -3.575119 -0.016 0.111 -0.063
H 5.973983 -0.385886 -4.660135 0.104 0.075 0.159
H 5.630175 2.128851 -2.765068 0.064 -0.146 0.299
O -1.410647 3.966073 1.305487 0.400 -1.356 -0.319
C -1.289690 2.858212 0.970900 -1.258 2.324 0.092
Co -0.889828 1.269990 0.439419 -1.411 0.186 5.979
C 0.066641 -0.099332 0.003812 1.666 -3.764 -2.029
O 0.962123 -0.828470 -0.266275 -1.033 1.335 0.855
C -0.834872 0.977136 2.141569 0.121 -0.627 2.947
O -0.835192 0.886443 3.307185 0.028 0.247 -1.827
C -1.398679 1.386858 -1.274719 0.204 -1.134 -3.400
C -0.075129 1.819470 -1.044003 0.486 2.403 -4.142
C 0.965740 2.595730 -1.462597 -1.430 -0.306 -0.755
C 1.681581 2.386529 -2.719843 0.006 0.468 -0.656
C 2.358054 3.473716 -3.329584 -0.305 -0.235 0.024
C 3.002554 3.329450 -4.552066 0.095 -0.249 0.110
C 3.088730 2.055882 -5.138035 -0.022 0.001 0.135
C 2.452312 0.959792 -4.538582 0.056 0.501 0.070
C 1.736577 1.128862 -3.354924 -0.055 0.253 0.214
Co -1.919478 -0.524419 -1.034712 -0.595 0.633 0.740
C -1.360546 -2.032215 -1.699646 2.095 -0.778 -0.601
O -0.938591 -3.015472 -2.147790 -0.769 0.552 0.360
C -3.217664 -0.388622 -2.226520 -0.337 0.565 -0.446
O -3.958398 -0.322718 -3.116353 0.582 -0.177 0.785
P -2.977000 -1.188024 0.697788 -0.448 -0.042 0.054
C -2.213427 -1.896095 2.225242 0.039 -0.515 -0.008
C -3.042982 -2.375713 3.251817 0.302 -0.013 0.383
C -2.484180 -2.888198 4.431646 -0.080 0.090 -0.413
C -1.095513 -2.988965 4.568593 -0.063 0.205 -0.234
C -0.272961 -2.597346 3.509992 -0.228 -0.128 -0.005
C -0.829573 -2.088980 2.333516 -0.088 -0.069 0.072
C -4.183623 0.044960 1.352707 0.047 0.206 0.388
C -4.272678 0.422818 2.702149 -0.487 0.125 -0.082
C -5.269559 1.320599 3.114918 0.129 0.000 -0.212
C -6.138439 1.893269 2.179781 0.162 -0.094 0.148
C -5.979309 1.599453 0.823519 0.129 -0.148 0.185
C -5.003922 0.690604 0.414999 -0.193 0.039 0.271
C -4.069163 -2.640166 0.329172 -0.319 0.129 0.066
C -5.461131 -2.544014 0.223004 0.031 -0.334 -0.070
C -6.219679 -3.669420 -0.115836 0.204 0.072 0.049
C -5.595392 -4.891017 -0.363803 -0.105 0.217 -0.026
C -4.207105 -4.984202 -0.280735 -0.015 0.188 0.133
C -3.451037 -3.873062 0.083242 -0.294 -0.036 -0.018
H -2.143931 2.012592 -1.781169 0.761 0.298 0.167
H 1.048754 3.591454 -1.017424 0.876 -0.554 0.660
H 2.344182 4.444375 -2.826973 -0.038 -0.245 -0.163
H 3.446749 4.208648 -5.043010 -0.085 -0.527 0.285
H 3.697736 1.919146 -6.031662 -0.276 0.005 0.083
H 2.512490 -0.029187 -4.989049 0.035 0.189 0.059
H 1.219818 0.292615 -2.880690 0.177 0.129 -0.147
H -4.134427 -2.349141 3.128076 0.520 0.066 0.115
H -3.145435 -3.210033 5.235213 0.172 -0.003 -0.152
H -0.658880 -3.386895 5.485964 -0.132 0.126 -0.229
H 0.811070 -2.687622 3.584148 -0.259 -0.064 0.004
H -0.167269 -1.885412 1.488281 -0.344 0.128 0.382
H -3.585472 0.015540 3.448048 -0.283 0.123 -0.321
H -5.360195 1.572061 4.176917 0.047 -0.059 -0.406
H -6.929174 2.573276 2.509402 0.308 -0.188 -0.122
H -6.618643 2.072507 0.080469 0.108 -0.087 0.138
H -4.890427 0.466409 -0.644905 -0.008 0.055 0.272
H -5.965076 -1.596828 0.411829 0.133 -0.266 -0.041
H -7.302585 -3.576084 -0.183086 0.195 -0.078 0.005
H -6.192907 -5.763307 -0.622655 0.136 0.151 0.009
H -3.711972 -5.925686 -0.497047 -0.033 0.074 0.075
H -2.374401 -3.966442 0.194399 -0.079 0.026 -0.114
```
Positions in Å, forces in eV/Å.

Calculated values
relative energy (zero: lowest compared OMol25 entry of this formula, charge and spin) = 368.9 kJ/mol
E_LUMO = 2.52 eV
total charge = -1
Kohn-Sham gap = 5.35 eV
highest occupied orbital energy = -0.1041 hartree
total energy = -145035.6415 eV



No. 3
Below is 9 unconnected molecules or ions with the total composition C15H48O14, with properties calculated with ωB97M-V/def2-TZVPD.

The geometry in XYZ format:
```
77
Properties=species:S:1:pos:R:3:forces:R:3
O -29.902770 23.874360 -23.069370 -3.597 -1.364 -0.461
C -28.765000 24.103650 -22.354970 1.752 0.557 -1.058
C -27.928470 22.784880 -22.301280 -1.119 2.480 0.136
O -28.765580 21.841880 -21.630860 1.549 -0.178 -0.134
H -29.641340 23.840470 -23.992460 -0.195 -0.266 -0.530
H -28.384130 24.843820 -23.058660 1.969 0.548 1.009
H -29.042090 24.577220 -21.413130 0.340 -0.376 0.239
H -26.969700 23.081910 -21.876270 -0.058 -0.931 0.964
H -27.676020 22.572430 -23.340140 -0.325 -0.612 -0.196
H -29.641360 22.022220 -21.980280 -0.337 0.056 -0.156
O -29.614520 17.981640 -28.715290 0.395 0.988 -0.360
C -28.667520 19.122170 -28.693140 -0.401 -2.360 -0.865
C -29.020540 20.128190 -29.794960 1.862 -1.367 -0.141
O -29.657840 21.154520 -29.234260 -2.708 3.041 1.163
H -29.176890 17.214160 -28.339710 0.041 0.041 0.047
H -28.708390 19.494050 -27.669350 0.202 0.692 -0.413
H -27.681370 18.726060 -28.935430 0.233 -0.072 0.291
H -29.623340 19.730970 -30.611630 0.323 -0.761 -0.122
H -28.125020 20.610850 -30.186340 0.418 -0.673 -0.324
H -30.478810 20.782060 -28.904280 -0.487 0.538 0.622
O -32.245820 21.122170 -27.663170 -0.091 -0.100 0.921
C -33.279250 20.932680 -26.654270 -0.283 -1.225 -2.312
C -32.847040 20.855440 -25.222570 -0.918 0.693 -0.435
O -33.970790 20.241280 -24.547420 0.963 0.969 0.358
H -32.719230 21.111750 -28.498260 -0.018 0.101 -0.135
H -34.075040 21.644940 -26.872190 0.143 0.566 0.700
H -33.792920 19.994190 -26.862790 0.173 -0.515 -0.250
H -32.762050 21.918400 -24.996780 0.003 -0.237 1.287
H -31.892230 20.362580 -25.039420 -0.085 -0.184 -0.161
H -34.131710 19.382580 -24.945340 0.135 -0.112 -0.078
O -28.019250 26.927210 -26.189800 1.223 -1.396 1.131
C -28.931510 27.541650 -27.014860 -0.267 0.127 -0.690
C -29.757100 28.473930 -26.192430 -1.333 1.081 -1.010
O -29.036460 29.480830 -25.539050 1.127 0.159 1.144
H -27.915910 27.480720 -25.412270 0.318 0.100 0.158
H -28.374300 28.008960 -27.826790 -0.229 0.485 -0.227
H -29.564200 26.772230 -27.457350 -0.231 0.002 -0.092
H -30.284310 27.900830 -25.429730 -0.053 0.024 0.034
H -30.468470 29.021010 -26.811120 -0.550 -0.607 -0.242
H -28.913810 30.263480 -26.081280 -0.057 -0.212 -0.205
O -25.101620 19.164300 -24.131200 -0.674 -0.374 -0.969
C -26.330510 19.878330 -24.249330 0.091 1.833 0.741
C -27.206100 19.914990 -25.508440 2.573 -2.724 0.203
O -26.378220 20.318030 -26.651530 -1.215 0.618 0.858
H -25.300900 18.384970 -23.607240 0.198 -0.149 -0.070
H -26.923460 19.644380 -23.365150 -0.428 0.159 -0.086
H -26.049640 20.929750 -24.188410 0.214 0.210 0.540
H -28.113260 20.442090 -25.212920 0.089 0.438 -0.883
H -27.354400 18.862640 -25.750650 -1.251 -0.155 0.215
H -26.181850 19.454170 -27.021380 0.449 0.371 -0.381
C -32.775980 24.651300 -27.907620 0.988 -0.350 -0.082
C -32.518670 24.724810 -26.432940 -0.362 -2.408 0.772
O -33.167340 25.804970 -25.839730 0.096 1.375 -0.058
H -32.170900 25.459510 -28.318430 -0.985 0.485 -0.682
H -33.829860 24.513170 -28.149190 -0.004 0.977 -0.110
H -32.310410 23.778640 -28.365670 0.251 -0.322 0.439
H -31.466310 24.579840 -26.188770 0.447 0.893 -0.175
H -32.926690 23.847250 -25.931430 -0.329 -0.596 -0.176
H -32.807880 25.940820 -24.959990 -0.025 -0.015 0.078
C -29.134650 23.029490 -26.965290 -1.368 -0.697 0.323
O -28.872270 23.655950 -25.743090 0.778 1.393 0.755
H -29.884530 22.337940 -26.581190 0.260 -1.035 -1.005
H -29.697850 23.634810 -27.675570 0.321 0.408 -0.151
H -28.245550 22.601910 -27.428720 -0.174 -0.239 0.059
H -28.377530 24.462250 -25.906530 0.280 0.399 0.136
C -25.035280 24.098540 -26.804190 0.119 -1.867 -0.562
O -25.188170 23.225960 -25.707790 -0.178 0.361 1.635
H -24.393310 24.929090 -26.510640 -0.409 0.039 -0.082
H -24.536410 23.462070 -27.535030 0.417 0.647 -0.675
H -26.001700 24.344140 -27.244410 -0.019 0.713 0.131
H -25.544390 22.368660 -25.952230 0.007 -0.002 -0.514
C -28.890950 23.942020 -31.796110 -0.178 -0.303 0.862
O -29.607790 23.965370 -30.559520 -0.110 0.505 -0.066
H -28.842270 22.886660 -32.064310 0.311 0.207 -0.775
H -29.384040 24.564970 -32.542370 -0.159 -0.245 -0.092
H -27.892070 24.348960 -31.638840 0.136 -0.123 -0.042
H -29.814440 23.056800 -30.328460 0.019 -0.129 0.282
```
Positions in Å, forces in eV/Å.

Calculated values
relative energy (zero: lowest compared OMol25 entry of this formula, charge and spin) = 224.6 kJ/mol
E_LUMO = 0.25 eV
Kohn-Sham gap = 9.72 eV
highest occupied orbital energy = -0.3484 hartree
SMILES = OCCO.OCCO.OCCO.OCCO.OCCO.CCO.CO.CO.CO
total energy = -44991.3450 eV